Formula: C54H87N11O9
Source: OMol25
Level of theory: the ωB97M-V functional and the def2-TZVPD basis

The calculation puts the HOMO-LUMO gap at 9.76 eV. The value obtained for the LUMO energy is 0.0038 Eh. As for the largest force on an atom: 1.5 eV Å⁻¹.

```
161
Properties=species:S:1:pos:R:3:lowdin_charge:R:1
N -24.36 -7.90 -19.01 0.075
C -24.70 -6.74 -18.44 -0.148
C -23.77 -5.91 -17.85 -0.084
C -22.44 -6.27 -17.80 -0.086
C -22.07 -7.46 -18.42 -0.074
C -23.07 -8.23 -19.01 -0.159
H -25.76 -6.49 -18.39 0.106
H -24.11 -4.99 -17.40 0.072
H -21.69 -5.68 -17.29 0.065
H -21.06 -7.85 -18.46 0.033
H -22.82 -9.17 -19.50 0.106
C -21.62 -14.41 -11.38 -0.094
C -21.31 -14.44 -12.86 -0.097
O -21.13 -13.06 -13.20 0.029
C -21.30 -12.29 -12.13 -0.598
O -21.06 -11.12 -12.12 0.122
O -21.66 -13.01 -11.07 0.074
H -20.85 -14.88 -10.76 0.125
H -22.57 -14.87 -11.11 0.131
H -22.08 -14.91 -13.46 0.130
H -20.36 -14.92 -13.12 0.130
C -19.12 -6.83 -9.86 -0.122
C -18.40 -6.98 -8.51 -0.092
O -17.15 -7.57 -8.88 0.086
C -17.16 -7.93 -10.16 -0.570
O -16.30 -8.54 -10.72 0.147
O -18.27 -7.50 -10.78 0.032
H -19.15 -5.80 -10.23 0.091
H -20.14 -7.22 -9.80 0.119
H -18.97 -7.55 -7.79 0.128
H -18.21 -5.99 -8.09 0.129
C -16.21 -7.41 -13.66 -0.109
C -16.74 -6.56 -14.82 -0.132
O -15.81 -5.49 -14.87 0.043
C -15.20 -5.38 -13.66 -0.588
O -14.50 -4.48 -13.37 0.159
O -15.45 -6.47 -12.93 0.084
H -15.62 -8.25 -14.05 0.129
H -17.01 -7.88 -13.09 0.102
H -17.77 -6.24 -14.64 0.084
H -16.72 -7.06 -15.79 0.102
C -18.56 -2.31 -15.07 -0.094
C -17.24 -2.19 -14.31 -0.236
C -17.31 -2.45 -12.81 -0.168
C -18.06 -3.68 -12.49 -0.163
N -18.65 -4.65 -12.29 0.214
H -18.60 -3.29 -15.53 0.028
H -18.70 -1.59 -15.88 0.074
H -19.44 -2.22 -14.43 0.064
H -16.76 -1.22 -14.49 0.112
H -16.52 -2.90 -14.71 0.094
H -17.84 -1.66 -12.25 0.123
H -16.31 -2.51 -12.38 0.119
C -14.92 -12.22 -12.14 -0.102
C -16.06 -11.43 -12.73 -0.272
C -17.32 -11.33 -11.87 -0.166
C -17.71 -12.67 -11.44 -0.227
N -18.04 -13.70 -11.06 0.157
H -14.02 -12.04 -12.73 0.076
H -15.08 -13.30 -12.20 0.072
H -14.68 -12.05 -11.09 0.081
H -16.32 -11.81 -13.72 0.053
H -15.78 -10.39 -12.94 0.091
H -18.15 -10.86 -12.40 0.095
H -17.15 -10.79 -10.94 0.108
C -25.32 -2.44 -10.31 -0.104
C -25.46 -3.85 -9.77 -0.244
C -24.75 -4.92 -10.62 -0.199
C -23.33 -4.72 -10.82 -0.233
N -22.21 -4.52 -11.01 0.173
H -25.76 -2.27 -11.30 0.064
H -24.27 -2.14 -10.29 0.075
H -25.93 -1.75 -9.71 0.076
H -26.52 -4.12 -9.69 0.113
H -25.04 -3.92 -8.77 0.115
H -25.22 -5.08 -11.60 0.120
H -24.92 -5.90 -10.16 0.101
C -23.02 -11.14 -15.26 -0.077
C -22.93 -9.94 -16.22 -0.234
C -23.58 -8.69 -15.64 -0.183
C -25.04 -8.68 -15.75 -0.225
N -26.18 -8.73 -15.87 0.163
H -24.01 -11.59 -15.32 0.087
H -22.67 -10.85 -14.27 0.053
H -22.36 -11.93 -15.64 0.049
H -23.38 -10.20 -17.18 0.110
H -21.85 -9.80 -16.32 0.068
H -23.19 -7.81 -16.17 0.078
H -23.30 -8.53 -14.60 0.081
C -17.62 -4.00 -18.04 -0.132
C -16.63 -3.17 -18.84 -0.250
C -15.41 -3.99 -19.29 -0.178
C -15.72 -4.87 -20.43 -0.241
N -15.98 -5.57 -21.30 0.148
H -18.54 -3.45 -17.83 0.058
H -17.16 -4.31 -17.11 0.059
H -17.95 -4.85 -18.63 0.063
H -16.32 -2.33 -18.21 0.104
H -17.10 -2.70 -19.70 0.110
H -15.07 -4.66 -18.50 0.103
H -14.61 -3.32 -19.60 0.116
C -25.42 -8.45 -11.89 -0.088
C -23.91 -8.62 -11.97 -0.235
C -23.29 -8.88 -10.58 -0.193
C -23.83 -9.99 -9.83 -0.237
N -24.26 -10.87 -9.24 0.159
H -25.78 -7.47 -11.55 0.053
H -25.89 -9.10 -11.14 0.075
H -25.97 -8.57 -12.82 0.064
H -23.43 -7.71 -12.34 0.091
H -23.70 -9.50 -12.58 0.092
H -23.35 -7.96 -9.99 0.109
H -22.22 -9.07 -10.70 0.100
C -19.31 -8.62 -17.84 -0.116
C -18.50 -9.24 -18.98 -0.237
C -17.53 -8.25 -19.62 -0.186
C -16.43 -7.78 -18.75 -0.213
N -15.55 -7.37 -18.15 0.173
H -20.24 -9.17 -17.74 0.055
H -19.62 -7.62 -18.13 0.047
H -18.75 -8.58 -16.90 0.061
H -19.14 -9.62 -19.78 0.113
H -17.98 -10.16 -18.71 0.102
H -18.08 -7.38 -20.00 0.113
H -17.06 -8.68 -20.50 0.123
C -22.97 -3.34 -14.39 -0.094
C -23.69 -2.17 -15.04 -0.245
C -25.22 -2.23 -14.88 -0.185
C -25.89 -3.05 -15.88 -0.219
N -26.32 -3.78 -16.65 0.162
H -23.41 -3.50 -13.41 0.052
H -21.90 -3.17 -14.36 0.065
H -23.21 -4.24 -14.98 0.067
H -23.47 -2.13 -16.11 0.112
H -23.31 -1.23 -14.63 0.107
H -25.58 -1.20 -15.01 0.118
H -25.49 -2.53 -13.87 0.100
C -20.01 -8.64 -14.13 -0.071
C -20.25 -7.40 -13.29 -0.226
C -20.93 -6.27 -14.08 -0.170
C -20.25 -5.92 -15.33 -0.204
N -19.71 -5.65 -16.31 0.212
H -19.46 -8.29 -15.01 0.052
H -20.92 -9.15 -14.46 0.058
H -19.37 -9.36 -13.63 0.063
H -19.28 -7.07 -12.93 0.063
H -20.92 -7.58 -12.45 0.099
H -20.97 -5.36 -13.47 0.079
H -21.96 -6.52 -14.35 0.103
C -19.11 -13.85 -17.16 -0.089
C -19.83 -12.50 -17.13 -0.231
C -19.45 -11.69 -15.86 -0.176
C -18.03 -11.35 -15.72 -0.194
N -16.92 -11.09 -15.55 0.179
H -18.04 -13.66 -17.26 0.076
H -19.47 -14.43 -18.00 0.075
H -19.27 -14.38 -16.22 0.074
H -20.90 -12.67 -17.05 0.095
H -19.60 -11.89 -18.01 0.097
H -19.84 -12.19 -14.98 0.103
H -19.95 -10.72 -15.94 0.069
```

---

Formula: C10H27KO10S2
Source: OMol25
Level of theory: the ωB97M-V functional and the def2-TZVPD basis

The calculation puts the HOMO-LUMO gap at 6.82 eV. The value obtained for the LUMO energy is -0.0094 Eh. As for the largest force on an atom: 3.3 eV Å⁻¹.

```
50
Properties=species:S:1:pos:R:3:lowdin_charge:R:1
K -1.56 0.40 0.31 0.837
C -0.81 3.31 3.48 -0.040
C -1.61 2.13 2.99 -0.834
O -1.04 1.03 3.06 -0.111
O -2.71 2.36 2.44 -0.101
H -0.43 3.95 2.68 0.066
H 0.03 2.99 4.09 0.065
H -1.44 3.99 4.06 0.065
C -5.52 0.96 -0.74 -0.128
O -4.17 0.62 -1.06 -0.170
H -6.10 1.15 -1.65 0.077
H -6.07 0.19 -0.20 0.079
H -5.44 1.90 -0.20 0.093
H -4.17 0.12 -1.88 0.074
C -2.62 -2.17 2.09 -0.137
O -2.61 -2.10 0.68 -0.190
H -3.40 -2.80 2.50 0.088
H -1.62 -2.53 2.36 0.071
H -2.78 -1.17 2.47 0.075
H -3.51 -2.21 0.37 0.078
O 0.65 -2.60 -0.80 -0.301
S 1.51 -1.89 0.15 0.676
O 1.01 -0.70 0.77 -0.315
O 2.10 -2.89 1.36 -0.263
C 1.13 -3.46 2.19 -0.291
C 1.81 -4.42 3.24 -0.048
C 3.16 -1.66 -0.73 -0.061
H 0.26 -3.90 1.69 0.117
H 0.80 -2.61 2.79 0.112
H 2.70 -3.97 3.70 0.075
H 2.14 -5.33 2.74 0.067
H 1.17 -4.73 4.06 0.075
H 3.38 -2.65 -1.12 0.067
H 3.89 -1.34 0.02 0.069
H 3.00 -0.88 -1.48 0.038
O 0.49 1.92 -0.60 -0.368
S 1.17 2.58 -1.73 0.674
O 1.99 3.75 -1.47 -0.280
O 2.00 1.46 -2.53 -0.272
C 2.83 1.88 -3.63 -0.276
C 3.83 0.78 -3.88 -0.072
C -0.13 3.01 -3.03 -0.074
H 3.32 2.85 -3.62 0.130
H 2.14 1.84 -4.47 0.113
H 4.47 1.06 -4.72 0.085
H 3.36 -0.19 -4.07 0.087
H 4.52 0.78 -3.04 0.084
H -0.68 2.08 -3.20 0.064
H 0.41 3.43 -3.88 0.061
H -0.83 3.68 -2.54 0.070
```

---

Formula: C44H35AsCeN2O3S4
Source: OMol25
Level of theory: the ωB97M-V functional and the def2-TZVPD basis

Its total charge is -1. The value obtained for the energy above the lowest of the compared OMol25 structures with the same formula, charge and spin is 0.00 kJ/mol. The calculation puts the HOMO-LUMO gap (alpha / beta) at 7.27 / 7.27 eV. The value obtained for the LUMO energy (alpha / beta) is 0.0883 / 0.0883 Eh. As for the largest force on an atom: 2.4 eV Å⁻¹. Its multiplicity is 2.

```
90
Properties=species:S:1:pos:R:3:lowdin_charge:R:1
Ce -0.92 0.65 0.13 0.826
S 1.75 0.51 1.65 0.642
C 2.33 0.69 0.09 -1.156
N 1.55 0.82 -0.97 -0.091
C 2.24 0.65 -2.18 -0.281
C 1.71 0.48 -3.47 -0.004
C 2.58 0.24 -4.52 -0.114
C 3.94 0.14 -4.33 -0.110
C 4.46 0.25 -3.05 -0.127
C 3.63 0.49 -2.00 -0.515
S 4.02 0.57 -0.32 1.005
H 0.61 0.55 -3.63 0.114
H 2.22 0.16 -5.52 0.094
H 4.61 -0.06 -5.19 0.108
H 5.48 -0.02 -2.91 0.096
S -2.45 -1.88 0.28 0.550
C -1.94 -2.92 -1.05 -0.692
C -2.84 -3.26 -2.07 -0.108
C -2.49 -4.15 -3.10 -0.095
C -1.25 -4.67 -3.12 -0.113
C -0.33 -4.38 -2.12 -0.120
C -0.66 -3.54 -1.10 -0.409
As 0.73 -2.71 -0.01 1.362
C 2.26 -3.83 -0.57 -0.374
C 3.44 -3.23 -0.99 -0.090
C 4.57 -4.00 -1.08 -0.103
C 4.57 -5.32 -0.75 -0.096
C 3.36 -5.92 -0.41 -0.100
C 2.22 -5.19 -0.37 -0.154
C 0.52 -3.55 1.77 -0.363
C 1.54 -3.37 2.71 -0.139
C 1.53 -3.98 3.93 -0.124
C 0.50 -4.85 4.31 -0.111
C -0.49 -5.10 3.39 -0.082
C -0.50 -4.42 2.13 -0.090
H -3.82 -2.86 -2.05 0.083
H -3.18 -4.28 -3.90 0.090
H -0.90 -5.29 -3.89 0.084
H 0.65 -4.77 -2.07 0.061
H 3.53 -2.17 -1.13 0.071
H 5.43 -3.52 -1.48 0.093
H 5.48 -5.94 -0.81 0.108
H 3.27 -7.02 -0.38 0.111
H 1.26 -5.72 -0.25 0.122
H 2.35 -2.70 2.45 0.095
H 2.34 -3.76 4.63 0.107
H 0.53 -5.31 5.30 0.098
H -1.31 -5.75 3.65 0.090
H -1.34 -4.58 1.51 0.074
N -2.60 0.78 2.14 0.026
C -1.57 0.48 3.09 -0.291
C -1.42 -0.83 3.57 -0.033
C -0.43 -1.10 4.48 -0.091
C 0.43 -0.11 4.94 -0.092
C 0.30 1.21 4.48 -0.055
C -0.67 1.47 3.49 -0.214
C -0.83 2.81 2.87 -0.238
C -1.08 3.99 3.60 -0.051
C -1.13 5.19 2.94 -0.123
C -0.87 5.27 1.57 -0.100
C -0.66 4.08 0.84 -0.117
C -0.73 2.84 1.47 -0.211
H -3.45 0.24 2.10 0.097
H -2.76 1.77 1.99 0.091
H -2.10 -1.56 3.23 0.083
H -0.21 -2.15 4.69 0.087
H 1.30 -0.38 5.59 0.112
H 1.02 1.98 4.81 0.122
H -1.26 3.93 4.69 0.113
H -1.31 6.07 3.54 0.089
H -0.73 6.25 1.12 0.094
H -0.54 4.17 -0.24 0.094
C -2.21 8.03 -2.07 -0.054
C -2.44 6.53 -2.11 -0.249
C -2.01 5.83 -3.23 -0.039
C -2.16 4.43 -3.27 -0.023
C -2.56 3.77 -2.11 -0.283
C -3.09 4.41 -1.03 -0.061
C -3.01 5.81 -1.02 -0.018
S -2.74 2.01 -2.17 0.521
O -1.43 1.35 -2.44 -0.396
O -3.85 1.84 -3.10 -0.281
O -3.07 1.56 -0.79 -0.453
H -1.18 8.29 -2.15 0.069
H -2.60 8.47 -1.18 0.056
H -2.73 8.56 -2.90 0.087
H -1.68 6.44 -4.02 0.097
H -1.89 3.96 -4.19 0.110
H -3.48 3.82 -0.21 0.118
H -3.30 6.33 -0.18 0.083
```